The following is a quantum chemistry calculation of a cluster of 2 separate species, C3H4F5OP in total in a non-equilibrium geometry, from the OMol25 dataset.

```
14
Properties=species:S:1:pos:R:3:forces:R:3:mulliken_charge:R:1
C 0.6907 -0.2488 -3.8071 0.86 -2.27 -3.50 -0.332
C -0.3910 0.2063 -1.7392 -0.28 -0.49 0.17 0.403
C 0.3178 0.4521 3.2420 0.01 -1.29 -0.64 0.638
O 0.3871 0.4364 -2.7917 -1.09 2.26 3.20 -0.223
F -1.4184 -0.6062 -2.0907 -0.03 0.59 0.39 -0.224
F -0.8092 1.3510 -1.1341 0.18 -1.05 -1.02 -0.183
F 0.3424 1.5760 2.5622 -0.12 1.28 -0.95 -0.208
F 1.5420 -0.1184 3.0395 -0.61 -0.17 0.31 -0.226
F 0.2351 0.8022 4.5159 -0.09 -0.35 0.88 -0.228
P -1.2153 -0.5494 2.5805 0.10 2.53 -0.48 -0.032
H 1.5770 0.2563 -4.2491 -0.81 -1.18 -0.35 0.298
H 0.1274 -1.1998 -4.2007 1.17 2.13 1.15 0.263
H -0.7699 -1.7767 2.7787 0.96 -2.23 0.83 0.050
H -0.6155 -0.5810 1.2939 -0.25 0.23 0.01 0.004
```
Positions in Å, forces in eV/Å.

2S+1: 1
Total charge: 0
Kohn-Sham gap (alpha / beta) in eV: 7.9 / 9.3
Energy relative to the best compared isomer or geometry (same formula, charge and spin) in kJ/mol: 328.8
E_tot in a.u.: -1032.4623

---

The following is a quantum chemistry calculation of a cluster of 5 separate species, CH12O4S2 in total in a non-equilibrium geometry, from the OMol25 dataset.

```
19
Properties=species:S:1:pos:R:3:forces:R:3:mulliken_charge:R:1
C -1.9130 -1.7686 -3.5295 -0.04 0.46 0.47 -0.798
S -1.4583 -1.4666 -1.7843 0.84 -0.45 -0.49 0.017
S 0.6300 -1.4174 -2.0467 -0.85 -0.33 0.36 -0.254
H -2.9076 -2.2100 -3.5228 -0.03 0.02 -0.11 0.278
H -1.1944 -2.4401 -3.9831 -0.04 -0.13 -0.02 0.301
H -1.9098 -0.8079 -4.0432 -0.10 -0.17 -0.16 0.284
H 0.7015 -0.0964 -2.0165 0.20 0.50 -0.11 0.181
H -1.8786 -0.4762 2.8560 0.24 -0.02 -0.05 0.299
H -1.1122 0.2926 1.7464 0.05 -0.28 0.30 0.364
O -1.0136 -0.3959 2.4370 -0.22 0.33 -0.37 -0.686
H 0.4587 0.2733 0.3670 -0.06 -0.21 -0.13 0.272
H 0.4791 1.7289 0.0217 -0.27 0.22 0.21 0.327
O -0.1434 0.9979 0.1603 0.38 0.10 -0.06 -0.632
H 2.5889 3.1753 1.8168 0.06 0.22 -0.12 0.296
H 1.7057 1.9544 1.8563 0.00 0.22 -0.08 0.409
O 1.8200 2.8017 1.3795 -0.02 -0.41 0.17 -0.651
H 2.4607 -0.2499 2.9460 -0.04 0.10 -0.05 0.315
H 0.9628 -0.2353 2.5824 -0.23 0.12 0.35 0.325
O 1.7234 0.3403 2.7567 0.14 -0.29 -0.11 -0.646
```
Positions in Å, forces in eV/Å.

2S+1: 1
Total charge: 0
Kohn-Sham gap in eV: 9.3
Structure (SMILES): CSS.O.O.O.O
Energy relative to the best compared isomer or geometry (same formula, charge and spin) in kJ/mol: 28.6
E_tot in a.u.: -1142.6300

---

The following is a quantum chemistry calculation of a structure of composition C5H14N in a non-equilibrium geometry, from the OMol25 dataset.

```
20
Properties=species:S:1:pos:R:3:forces:R:3:mulliken_charge:R:1
C -0.9932 2.4465 0.8006 -0.63 0.04 0.68 -0.762
C -0.8985 -0.9681 0.5417 -0.60 -2.12 -2.07 -0.500
C 0.0839 -1.4064 -0.5161 3.11 3.94 -0.16 0.188
C 0.1944 -0.5808 -1.8388 -2.92 0.78 -0.23 -1.279
C 1.5669 -1.3000 0.1368 -2.62 -0.35 1.48 -1.133
N 0.1593 1.4942 0.6998 -2.69 -0.76 -0.47 -0.255
H -2.0029 1.9716 0.7061 1.04 0.35 -0.65 0.272
H -1.0548 2.9216 1.7593 0.21 -0.10 0.95 0.382
H -0.7841 -1.6102 1.4287 0.03 1.06 0.28 0.402
H -0.5267 0.3433 0.8543 1.20 1.07 -0.07 -0.047
H -0.0703 -2.4170 -0.7495 -0.69 -1.85 0.02 0.533
H -0.7844 -0.4609 -2.3539 0.00 -0.54 0.42 0.388
H 0.7702 -0.9933 -2.6653 0.72 -0.06 0.69 0.384
H 0.3524 0.4915 -1.6307 0.91 -0.66 0.01 0.304
H 1.3302 -1.6209 1.1768 0.94 0.17 -0.32 0.356
H 2.2555 -2.0261 -0.2672 0.30 0.33 -0.39 0.383
H 1.8505 -0.2285 0.1699 0.24 -0.96 -0.39 0.295
H -1.9821 -0.9182 0.1963 1.26 1.01 0.63 0.415
H 0.6861 1.6064 1.5668 0.03 -0.61 0.37 0.353
H -0.8758 3.3344 0.1648 0.16 -0.76 -0.79 0.320
```
Positions in Å, forces in eV/Å.

2S+1: 1
Total charge: +1
Kohn-Sham gap in eV: 7.0
Energy relative to the best compared isomer or geometry (same formula, charge and spin) in kJ/mol: 560.2
E_tot in a.u.: -253.2049